Entry 1:
{
  "formula": "C28H66F9N6O16",
  "method": "ωB97M-V/def2-TZVPD",
  "homo_lumo_gap_ev": 2.3,
  "charge": -1,
  "homo_ev": -3.5,
  "symbols": ["C", "C", "C", "O", "C", "N", "H", "H", "H", "H", "H", "H", "H", "H", "H", "H", "H", "H", "C", "C", "C", "O", "C", "N", "H", "H", "H", "H", "H", "H", "H", "H", "H", "H", "H", "H", "C", "C", "C", "O", "C", "N", "H", "H", "H", "H", "H", "H", "H", "H", "H", "H", "H", "H", "C", "C", "C", "O", "C", "N", "H", "H", "H", "H", "H", "H", "H", "H", "H", "H", "H", "H", "N", "O", "O", "O", "N", "O", "O", "O", "C", "O", "O", "C", "F", "F", "F", "C", "C", "H", "H", "H", "H", "H", "H", "C", "O", "O", "C", "F", "F", "F", "C", "C", "H", "H", "H", "H", "H", "H", "C", "O", "O", "C", "F", "F", "F", "C", "C", "H", "H", "H", "H", "H", "H"],
  "positions_angstrom": [[-5.3428, -0.7272, 6.5783], [-6.7360, -1.2743, 6.5964], [-7.7076, -0.2710, 6.0842], [-9.0317, -0.8230, 5.9281], [-10.0296, -0.0264, 5.3016], [-6.7594, -2.3951, 5.5920], [-7.5352, -3.0098, 5.7927], [-6.7750, -1.9986, 4.6632], [-5.9106, -2.9407, 5.6365], [-5.2906, 0.1955, 7.1564], [-4.8826, -0.4987, 5.6170], [-4.7284, -1.4897, 7.0571], [-7.0424, -1.7692, 7.5180], [-7.2274, 0.1483, 5.2000], [-7.6951, 0.5502, 6.8008], [-10.3291, 0.8967, 5.7979], [-10.9517, -0.6067, 5.2670], [-9.8018, 0.1136, 4.2449], [1.8942, -0.7892, 2.2567], [0.3418, -0.4801, 2.3203], [-0.0127, 0.8395, 1.5544], [-1.4077, 1.2232, 1.6904], [-1.7904, 2.3121, 0.8636], [-0.5051, -1.5515, 1.6872], [-1.4435, -1.3263, 1.3894], [-0.0867, -1.7725, 0.7949], [-0.5728, -2.2407, 2.4223], [2.5440, -0.0996, 2.7954], [2.2512, -1.0531, 1.2612], [2.0939, -1.7757, 2.6753], [0.1517, -0.3549, 3.3862], [0.2577, 0.8425, 0.4985], [0.5770, 1.6214, 2.0330], [-2.8392, 2.6078, 0.8917], [-1.7049, 2.0231, -0.1839], [-1.3235, 3.2967, 0.8870], [8.7824, -2.4257, -0.1107], [9.5370, -1.4640, 0.7991], [8.7493, -0.7260, 2.0013], [8.6644, -1.5391, 3.1629], [8.1839, -0.8599, 4.3402], [10.6758, -2.2065, 1.4869], [11.3147, -1.5402, 1.8966], [10.3250, -2.7971, 2.2274], [11.1235, -2.7951, 0.7990], [8.6965, -3.4398, 0.2795], [9.1855, -2.4300, -1.1234], [7.7428, -2.2421, -0.3819], [10.0108, -0.7725, 0.1023], [7.7875, -0.4837, 1.5494], [8.9448, 0.3208, 2.2340], [7.6976, -1.5944, 4.9821], [7.4822, -0.0408, 4.1824], [9.0206, -0.5564, 4.9695], [-2.5006, 1.2831, -7.0986], [-3.1996, 1.6867, -5.8199], [-4.3191, 2.7968, -5.9197], [-4.8057, 3.1430, -4.6496], [-5.2875, 4.4918, -4.4881], [-3.8832, 0.4479, -5.1199], [-4.5387, -0.0683, -5.6892], [-3.1027, -0.1378, -4.8594], [-4.4662, 0.8014, -4.3748], [-1.9419, 2.1461, -7.4606], [-3.2476, 0.9682, -7.8273], [-1.8368, 0.4260, -6.9852], [-2.4315, 1.9440, -5.0907], [-5.1561, 2.3733, -6.4749], [-4.0147, 3.6651, -6.5041], [-4.4526, 5.1843, -4.5957], [-5.5804, 4.6249, -3.4466], [-6.1502, 4.8879, -5.0237], [-7.1087, -1.8697, 0.0809], [-8.2010, -2.2506, 0.5258], [-6.0370, -2.3222, 0.4134], [-7.1216, -0.9794, -0.7530], [1.9777, -0.3986, 9.0692], [2.1073, -1.6132, 9.4023], [1.4792, 0.3248, 9.8899], [2.5050, -0.0243, 8.0405], [2.4851, -1.6315, -4.6743], [2.2433, -0.2147, -5.0623], [1.2507, -1.9660, -4.0172], [3.0968, -2.5713, -5.8263], [2.4873, -2.5531, -7.0093], [4.3850, -2.2715, -5.9502], [3.1342, -3.9042, -5.5247], [3.2910, 0.7652, -4.8827], [3.1350, 1.9723, -5.8772], [3.5612, 2.8774, -5.4446], [3.5161, 1.7329, -6.8700], [2.0584, 2.0904, -5.9995], [4.3374, 0.4744, -4.9760], [3.1228, 1.1470, -3.8757], [3.2592, -1.5394, -3.9124], [-0.9244, -7.9585, 3.9109], [-0.1410, -7.6724, 2.6678], [-1.2466, -6.6768, 4.4233], [-2.0055, -9.0727, 3.7706], [-2.2219, -9.6324, 4.9651], [-3.2391, -8.7643, 3.2484], [-1.4631, -10.0357, 2.9516], [0.8523, -8.5322, 2.1282], [0.9631, -8.1974, 0.6014], [0.0145, -8.1885, 0.0645], [1.2500, -7.1555, 0.4595], [1.6653, -8.8223, 0.0496], [0.6212, -9.5973, 2.1385], [1.8782, -8.3516, 2.4495], [-0.1409, -8.2681, 4.6024], [1.8807, 10.3764, -3.0669], [1.0188, 10.2145, -4.1907], [1.2758, 11.3809, -2.2483], [2.0559, 8.9535, -2.4697], [2.9662, 8.9963, -1.4728], [0.9734, 8.4812, -1.9305], [2.4530, 7.9936, -3.2970], [1.5325, 9.6027, -5.3952], [0.3197, 8.8361, -6.0178], [0.5303, 8.5282, -7.0420], [-0.1528, 8.0593, -5.4166], [-0.4516, 9.6044, -6.0725], [2.3944, 8.9612, -5.2116], [1.8669, 10.4326, -6.0177], [2.8531, 10.7620, -3.3730]],
  "lowdin_charge": [-0.031, -0.334, -0.190, -0.170, -0.084, 0.244, 0.173, 0.175, 0.171, 0.106, 0.105, 0.103, 0.168, 0.142, 0.142, 0.091, 0.090, 0.097, -0.021, -0.259, -0.159, -0.182, -0.115, 0.253, 0.168, 0.176, 0.181, 0.096, 0.083, 0.084, 0.158, 0.133, 0.134, 0.090, 0.082, 0.094, -0.039, -0.241, -0.162, -0.194, -0.055, 0.221, 0.172, 0.156, 0.165, 0.094, 0.091, 0.102, 0.148, 0.124, 0.127, 0.099, 0.101, 0.091, -0.034, -0.250, -0.183, -0.188, -0.070, 0.248, 0.164, 0.168, 0.153, 0.103, 0.088, 0.098, 0.154, 0.129, 0.136, 0.094, 0.092, 0.092, -0.723, -0.095, -0.080, -0.098, -0.711, -0.130, -0.064, -0.094, -0.411, -0.152, -0.332, -0.561, 0.132, 0.111, 0.090, -0.276, -0.082, 0.064, 0.062, 0.054, 0.098, 0.099, 0.109, -0.425, -0.134, -0.314, -0.512, 0.121, 0.096, 0.073, -0.288, -0.101, 0.063, 0.054, 0.056, 0.093, 0.096, 0.123, -0.476, -0.130, -0.294, -0.639, 0.101, 0.160, 0.112, -0.255, -0.078, 0.053, 0.063, 0.061, 0.093, 0.104, 0.124]
}


Entry 2:
{
  "formula": "C28H66N8O10",
  "method": "ωB97M-V/def2-TZVPD",
  "homo_lumo_gap_ev": 7.5,
  "relative_energy_kj_mol": 2259.1,
  "homo_ev": -7.5,
  "symbols": ["C", "O", "C", "C", "O", "C", "H", "H", "H", "H", "H", "H", "H", "H", "H", "H", "C", "O", "N", "C", "C", "H", "H", "H", "H", "H", "H", "H", "C", "O", "N", "C", "C", "H", "H", "H", "H", "H", "H", "H", "C", "O", "N", "C", "C", "H", "H", "H", "H", "H", "H", "H", "C", "O", "N", "C", "C", "H", "H", "H", "H", "H", "H", "H", "C", "O", "N", "C", "C", "H", "H", "H", "H", "H", "H", "H", "C", "O", "N", "C", "C", "H", "H", "H", "H", "H", "H", "H", "C", "O", "N", "C", "C", "H", "H", "H", "H", "H", "H", "H", "C", "O", "N", "C", "C", "H", "H", "H", "H", "H", "H", "H"],
  "positions_angstrom": [[0.8022, 1.1819, -3.3638], [1.4430, 2.4088, -2.9407], [2.7862, 2.2096, -2.6910], [3.2382, 3.2532, -1.6025], [2.5244, 3.3143, -0.3893], [2.9096, 2.2199, 0.4565], [-0.2729, 1.0867, -3.2119], [1.2297, 0.3810, -2.7605], [0.9612, 1.0666, -4.4360], [3.3819, 2.1710, -3.6030], [2.9209, 1.2598, -2.1735], [3.0997, 4.2563, -2.0059], [4.3121, 3.1845, -1.4290], [2.9956, 1.2525, -0.0384], [2.1905, 2.0676, 1.2613], [3.8853, 2.5216, 0.8375], [-1.0928, -4.6473, 0.6840], [-1.7682, -5.1779, -0.2449], [-1.2291, -3.2960, 1.0338], [-0.2928, -2.7616, 2.1033], [-2.2746, -2.3650, 0.4425], [-0.3809, -5.2069, 1.3102], [0.3548, -2.0571, 1.5813], [0.3047, -3.5378, 2.5814], [-0.8596, -2.2666, 2.8918], [-1.8644, -1.5050, -0.0868], [-2.9526, -2.9114, -0.2131], [-2.9409, -1.9652, 1.2069], [-0.1392, 2.4485, -0.0058], [-0.8095, 2.0434, 0.9653], [-0.5111, 3.5892, -0.6359], [0.3676, 4.1634, -1.7067], [-1.7375, 4.3293, -0.3068], [0.7722, 1.9857, -0.4148], [1.3813, 3.8706, -1.4331], [0.4522, 5.2463, -1.7980], [0.2974, 3.5921, -2.6323], [-1.4858, 5.3879, -0.2430], [-2.4387, 4.2689, -1.1390], [-2.1978, 4.1407, 0.6631], [3.4056, -0.4825, 0.5871], [2.5042, -0.4446, -0.2144], [3.4932, 0.1645, 1.7791], [4.6937, -0.0965, 2.6465], [2.3848, 0.7133, 2.5065], [4.2214, -1.1970, 0.3972], [4.3761, -0.8766, 3.3384], [4.9247, 0.8858, 3.0586], [5.5935, -0.5782, 2.2637], [1.4736, 0.8094, 1.9160], [2.0459, 0.0408, 3.2945], [2.6207, 1.6169, 3.0686], [-3.3123, 2.1513, -1.1285], [-3.1757, 2.5853, -2.2533], [-4.3929, 2.3787, -0.3628], [-4.4114, 2.0107, 1.0415], [-5.4614, 3.2426, -0.7937], [-2.5189, 1.6030, -0.5972], [-3.9775, 2.8985, 1.5016], [-3.8099, 1.1505, 1.3354], [-5.3440, 1.9824, 1.6051], [-6.3387, 2.9162, -0.2352], [-5.2486, 4.2700, -0.4985], [-5.6277, 3.1919, -1.8698], [-1.0415, -0.1216, -1.1285], [-1.4220, -0.6613, -2.2416], [0.0707, -0.4688, -0.4903], [0.4091, 0.2519, 0.7266], [1.0297, -1.3600, -1.1089], [-1.5972, 0.6024, -0.5126], [0.5344, -0.4496, 1.5513], [-0.3990, 0.9370, 0.9831], [1.3718, 0.7519, 0.6207], [0.6036, -1.9865, -1.8925], [1.9057, -0.8277, -1.4798], [1.4832, -2.0449, -0.3924], [-1.7708, -2.0131, -4.2447], [-1.9974, -1.9264, -5.4173], [-1.3893, -3.1363, -3.6241], [-1.3394, -3.2442, -2.1743], [-1.2503, -4.3910, -4.3763], [-1.8397, -1.1536, -3.5600], [-0.2908, -3.2144, -1.8782], [-1.6438, -4.2491, -1.8815], [-1.9636, -2.4684, -1.7310], [-0.2555, -4.5352, -4.7977], [-1.4128, -5.2937, -3.7874], [-1.9732, -4.4903, -5.1860], [1.8987, -4.9933, 2.0204], [1.4935, -5.9541, 1.3650], [2.1994, -3.7921, 1.4034], [2.3469, -2.5296, 2.1819], [2.3231, -3.6794, -0.0287], [2.0307, -5.0469, 3.1121], [3.4123, -2.3007, 2.2089], [1.9402, -2.6681, 3.1837], [1.8309, -1.6746, 1.7451], [2.1825, -4.6693, -0.4628], [1.5998, -3.0460, -0.5421], [3.3467, -3.3388, -0.1847], [-0.2808, 0.6496, 3.2450], [0.0415, -0.5053, 2.9371], [-1.3713, 1.3441, 2.7937], [-1.6107, 2.6832, 3.2281], [-2.3230, 0.7676, 1.9000], [0.3433, 1.2604, 3.9155], [-1.8744, 3.2372, 2.3271], [-0.7695, 3.0985, 3.7832], [-2.3953, 2.4701, 3.9540], [-2.2153, -0.3169, 1.8856], [-3.2609, 1.1916, 2.2588], [-2.1901, 1.1663, 0.8942]],
  "lowdin_charge": [-0.015, -0.265, -0.172, -0.177, -0.207, -0.088, 0.088, 0.065, 0.107, 0.138, 0.102, 0.129, 0.129, 0.066, 0.068, 0.122, -0.243, -0.054, -0.072, -0.043, -0.023, 0.104, 0.038, 0.065, 0.097, 0.044, 0.096, 0.080, -0.166, -0.175, -0.041, -0.006, -0.020, 0.154, 0.026, 0.107, 0.088, 0.094, 0.083, 0.072, -0.304, -0.141, -0.152, -0.007, -0.133, 0.160, 0.078, 0.096, 0.094, 0.031, 0.104, 0.121, -0.364, 0.037, -0.153, -0.063, -0.034, 0.084, 0.093, 0.013, 0.110, 0.087, 0.093, 0.097, -0.262, -0.107, -0.008, -0.142, -0.096, 0.092, 0.033, -0.072, 0.043, 0.091, 0.082, 0.028, -0.376, 0.003, -0.137, -0.077, -0.046, 0.070, 0.068, 0.063, 0.060, 0.079, 0.079, 0.080, -0.319, -0.007, -0.155, -0.058, -0.027, 0.147, 0.079, 0.110, 0.049, 0.112, 0.029, 0.106, -0.246, -0.140, -0.177, -0.008, -0.058, 0.149, 0.073, 0.104, 0.111, 0.110, 0.067, 0.059]
}